1.
Entry from the Open Molecules 2025 dataset: a structure of composition C40H35As2N5NaPS4 (ωB97M-V/def2-TZVPD).

```
! RIJCOSX wB97M-V def2-TZVPD def2/J DEFGRID3
* xyz -2 1
As -1.27119 -1.61403 -5.36432
As 1.62815 -1.75960 3.33537
S -2.95503 -2.58271 -4.36061
S -0.38287 -0.05187 -4.08152
S 0.25156 -3.06532 -5.82166
S -2.00580 -0.54492 -7.10995
P -0.03527 -0.77294 -0.87082
Na -2.41203 -0.81768 -2.55828
N -3.31993 1.16774 -3.40753
N -2.80216 -2.16843 -0.35932
N -3.63733 1.79098 -1.16089
N -2.97464 2.80886 -5.01409
N -3.40327 0.44563 -0.93327
C 5.53726 -0.53463 4.55485
C -2.81345 -3.99271 1.17950
C 2.38274 0.77733 -1.13254
C 2.51639 -3.36425 -2.82098
C 0.15852 1.74090 6.19047
C 0.31420 1.99849 4.83585
C -3.35816 5.16059 -4.58381
C -3.65584 3.50264 -2.83641
C 0.28778 1.91741 -1.34932
C 1.01386 -0.28354 4.46028
C -3.32329 3.82898 -4.15716
C 5.76774 -2.23087 2.87285
C -3.23157 -3.14996 2.19301
C 0.15076 -0.83674 1.00131
C -4.08754 5.83226 -2.38745
C 0.74262 0.99289 3.97657
C -3.46752 0.07002 0.27252
C 3.05427 1.98402 -1.29151
C 2.45919 -4.50157 -2.03038
C -3.02147 1.52217 -4.62141
C 0.83723 -0.53649 5.82107
C 0.99103 0.72799 -1.15558
C 4.38632 -2.33782 2.79626
C 0.98611 -3.35282 -0.51811
C 4.15213 -0.63548 4.47000
C 1.82568 -2.21486 -2.45788
C 1.56089 -0.89414 1.58003
C 6.34777 -1.32760 3.75527
C -3.73754 6.14729 -3.70416
C -3.22801 -1.35540 0.61287
C 3.56255 -1.53512 3.58755
C 1.05563 -2.18915 -1.29637
C -3.44653 -1.80920 1.90669
C -2.61551 -3.45309 -0.08761
C 1.68639 -4.49623 -0.87543
C -3.54704 2.08782 -2.43590
C -4.04041 4.52002 -1.96380
C 0.95333 3.12695 -1.49792
C 0.42202 0.46894 6.68461
C 2.34165 3.16327 -1.46952
H 1.02992 -1.53203 6.20585
H 2.86698 4.10261 -1.59958
H -3.39015 -3.52839 3.19559
H 6.39016 -2.85103 2.23937
H -2.63556 -5.04449 1.35793
H -3.70907 0.77793 1.06770
H 2.97991 -5.40284 -2.33338
H 1.81741 -1.36146 -3.12501
H -0.79579 1.88716 -1.40376
H 0.38573 4.03696 -1.65500
H 1.60710 -5.38935 -0.26485
H -2.68244 2.99920 -5.96056
H 0.10344 2.98596 4.44327
H 5.98180 0.17467 5.24326
H 2.02450 0.09121 1.63729
H 0.37525 -3.37561 0.37821
H -0.17318 2.52623 6.85875
H 0.86271 1.20972 2.92223
H -2.79578 0.76409 -5.39359
H 3.05321 -3.37822 -3.75951
H -3.76469 7.17622 -4.04236
H -0.44287 -1.69446 1.33724
H 3.94465 -3.04733 2.10291
H -0.37943 0.04785 1.36894
H 7.42578 -1.23913 3.81377
H -2.27394 -4.06114 -0.92091
H -3.08470 5.40336 -5.60379
H -3.77474 -1.11305 2.67002
H 3.53301 -0.00037 5.09291
H -4.38849 6.61453 -1.70246
H 2.20993 -1.51541 0.96085
H -4.28786 4.24180 -0.94772
H 0.29699 0.25918 7.74033
H 2.95173 -0.13798 -1.01087
H 4.13814 1.99963 -1.28441
*
```

How positive or negative is each atom? The Löwdin charges in e answer that:
1. As -0.52
2. As 1.29
3. S -0.16
4. S 0.01
5. S -0.29
6. S -0.26
7. P 1.06
8. Na -0.30
9. N 0.10
10. N 0.11
11. N 0.06
12. N 0.14
13. N 0.00
14. C -0.10
15. C -0.07
16. C -0.10
17. C -0.09
18. C -0.11
19. C -0.08
20. C -0.03
21. C -0.08
22. C -0.12
23. C -0.42
24. C -0.17
25. C -0.10
26. C -0.09
27. C -0.42
28. C -0.10
29. C -0.10
30. C -0.11
31. C -0.10
32. C -0.10
33. C -0.19
34. C -0.15
35. C -0.39
36. C -0.13
37. C -0.13
38. C -0.10
39. C -0.12
40. C -0.45
41. C -0.11
42. C -0.10
43. C -0.28
44. C -0.40
45. C -0.36
46. C -0.05
47. C -0.12
48. C -0.11
49. C -0.30
50. C -0.03
51. C -0.09
52. C -0.11
53. C -0.11
54. H 0.09
55. H 0.09
56. H 0.10
57. H 0.10
58. H 0.10
59. H 0.11
60. H 0.09
61. H 0.05
62. H 0.08
63. H 0.10
64. H 0.09
65. H 0.16
66. H 0.10
67. H 0.09
68. H 0.07
69. H 0.08
70. H 0.09
71. H 0.09
72. H -0.04
73. H 0.10
74. H 0.09
75. H 0.04
76. H 0.10
77. H 0.07
78. H 0.09
79. H 0.12
80. H 0.11
81. H 0.10
82. H 0.09
83. H 0.09
84. H 0.05
85. H 0.10
86. H 0.09
87. H 0.10
88. H 0.09



2.
Entry from the Open Molecules 2025 dataset: a structure of composition C40H35AsLaN2OP (ωB97M-V/def2-TZVPD).

```
! RIJCOSX wB97M-V def2-TZVPD def2/J DEFGRID3
* xyz 2 1
La 0.24340 0.27100 0.26260
As 2.73530 -0.24350 -2.26750
P -0.39050 -0.86510 2.99840
O 2.15280 0.00560 -0.72090
N -1.19360 2.22780 -0.68060
N -2.78770 3.48980 -1.49460
C -0.54970 -0.91020 -5.60070
C 3.25920 -2.45730 1.79940
C 5.44350 2.90670 -3.21050
C -1.49340 -2.72570 -0.40690
C -0.97890 -0.68070 -4.30370
C -2.49100 2.28870 -0.96730
C 2.72960 2.50680 -2.86100
C -2.31800 -1.47330 6.50110
C 4.14550 -1.53630 2.33790
C -1.15210 -2.13210 1.88920
C 1.30570 -0.51440 -3.57310
C -1.91330 -0.97590 5.27680
C 3.66470 -4.22390 -1.62600
C 3.21320 3.78130 -3.10020
C 1.89440 -2.32300 2.00470
C 3.67240 -0.47310 3.09170
C -0.05280 -0.47730 -3.29180
C 4.96620 1.62890 -2.95890
C -0.66150 3.44880 -1.03770
C -1.55020 -2.43450 7.14030
C -0.96710 -1.83310 0.52260
C -2.20720 -3.84690 0.01210
C 1.73270 -0.74940 -4.87870
C 3.76860 -1.88900 -2.19360
C -2.41360 -4.09690 1.35680
C -1.64690 4.23710 -1.54560
C 0.05930 -2.37510 5.35490
C -0.73990 -1.44780 4.69180
C -1.88380 -3.23520 2.30880
C 1.41090 -1.24710 2.75670
C 2.31220 -0.31780 3.28880
C -3.50370 1.22910 -0.73180
C 5.02760 -4.33930 -1.85730
C 4.57520 3.98320 -3.26860
C 0.80650 -0.94260 -5.88860
C 5.75370 -3.23320 -2.26440
C 3.03620 -3.00180 -1.79010
C -0.35620 -2.86490 6.58100
C 3.60470 1.42570 -2.78090
C 5.13020 -2.00640 -2.43520
H 0.24750 -3.59740 7.09570
H 1.96860 -2.89420 -1.59840
H -4.18960 1.53750 0.05900
H 2.53490 4.61960 -3.16000
H 4.35980 0.23720 3.52230
H 1.93450 0.50470 3.88740
H -3.23380 -1.11920 6.94840
H 3.09460 -5.08850 -1.32170
H -3.03360 0.29040 -0.42820
H 0.37980 3.67850 -0.88720
H 1.65910 2.33100 -2.73700
H 0.98280 -2.72390 4.91410
H 5.66310 0.80500 -2.90340
H -0.40270 -0.29140 -2.26490
H -1.62610 5.23650 -1.92640
H -3.70370 3.79340 -1.79470
H 6.81190 -3.32290 -2.45280
H -2.51200 -0.23870 4.75820
H 1.20820 -3.06380 1.60840
H 4.95740 4.97790 -3.44310
H -2.98990 -4.95830 1.66500
H 5.20700 -1.64880 2.18070
H 6.50110 3.06060 -3.35760
H -1.27190 -1.06440 -6.38650
H -2.03390 -0.66320 -4.07390
H -2.60720 -4.51520 -0.73580
H 3.63480 -3.29220 1.22560
H -2.04260 -3.41480 3.36480
H 5.52120 -5.29010 -1.72240
H -1.37180 -2.56500 -1.47540
H -4.09640 1.05840 -1.63010
H -1.88690 -2.85370 8.07560
H 1.13970 -1.12060 -6.89870
H 2.79890 -0.77820 -5.08710
H 5.71110 -1.15570 -2.76130
*
```

How positive or negative is each atom? The Löwdin charges in e answer that:
1. La 1.88
2. As 1.28
3. P 0.99
4. O -0.72
5. N -0.09
6. N 0.13
7. C -0.04
8. C -0.06
9. C -0.05
10. C -0.15
11. C -0.06
12. C -0.38
13. C -0.11
14. C -0.06
15. C -0.05
16. C -0.46
17. C -0.30
18. C -0.11
19. C -0.06
20. C -0.06
21. C -0.10
22. C -0.06
23. C -0.12
24. C -0.07
25. C -0.14
26. C -0.06
27. C -0.40
28. C -0.08
29. C -0.08
30. C -0.29
31. C -0.06
32. C -0.05
33. C -0.08
34. C -0.39
35. C -0.06
36. C -0.46
37. C -0.12
38. C 0.02
39. C -0.04
40. C -0.04
41. C -0.04
42. C -0.05
43. C -0.11
44. C -0.06
45. C -0.28
46. C -0.08
47. H 0.11
48. H 0.11
49. H 0.10
50. H 0.11
51. H 0.11
52. H 0.11
53. H 0.11
54. H 0.12
55. H 0.07
56. H 0.10
57. H 0.09
58. H 0.11
59. H 0.09
60. H 0.04
61. H 0.13
62. H 0.18
63. H 0.12
64. H 0.10
65. H 0.11
66. H 0.12
67. H 0.11
68. H 0.11
69. H 0.12
70. H 0.12
71. H 0.11
72. H 0.11
73. H 0.10
74. H 0.11
75. H 0.12
76. H 0.08
77. H 0.10
78. H 0.11
79. H 0.12
80. H 0.12
81. H 0.09



no.,E (Eh),F_max (eV Å⁻¹),frontier orbital gap (hartree)
1,-8387.1421,0.7,0.1385
2,-4338.2834,2.2,0.2900